The following is a DFT calculation (ωB97M-V with the def2-TZVPD basis set) of a 11-piece molecular cluster, C22H42Cl20FN3O6 overall in a non-equilibrium geometry.

Output
* ΔE to the lowest compared entry with this formula, charge and spin: 0.000 eV
* DFT total energy: -10782.8190 Eh
* net charge: 0
* HOMO energy: -9.1 eV

Each atom is followed by the atoms it is bonded to, with distances in Å.
Cartesian coordinates (Å):
1 C 2.13451 -4.64169 -1.58457  C2 1.521, H23 1.085, H24 1.088, H25 1.084
2 C 3.63774 -4.78044 -1.77318  C1 1.521, O3 1.421, H26 1.089, H27 1.088
3 O 4.33777 -3.84180 -0.96772  C2 1.421, C4 1.402
4 C 5.29397 -3.03421 -1.60014  O3 1.402, C5 1.542, H28 1.085, H29 1.092
5 C 4.94337 -1.53504 -1.51887  C4 1.542, O6 1.410, H30 1.091, H31 1.088
6 O 3.57690 -1.27561 -1.28488  C5 1.410, C7 1.394
7 C 3.16978 -1.34435 0.04693  O6 1.394, N8 1.452, H32 1.090, H33 1.083
8 N 2.61755 -0.05795 0.43174  C7 1.452, C9 1.326, H34 1.007
9 C 1.41095 0.17294 0.93092  N8 1.326, N10 1.383, N15 1.337
10 N 1.14367 1.44043 1.41473  C9 1.383, C11 1.472, H35 1.012
11 C 0.30473 2.26982 0.53376  N10 1.472, C12 1.495, H36 1.086, H37 1.093
12 C 0.07679 3.59807 1.18141  C11 1.495, O13 1.183, F14 1.349
13 O -0.94797 4.12433 1.44945  C12 1.183
14 F 1.25671 4.20911 1.41696  C12 1.349
15 N 0.49206 -0.79581 1.00034  C9 1.337, C16 1.485, C20 1.541
16 C -0.03895 -1.29153 -0.29535  N15 1.485, C17 1.528, H38 1.085, H39 1.086
17 C -0.37764 -2.78036 -0.24274  C16 1.528, C18 1.528, H40 1.088, H41 1.087
18 C -1.81380 -3.05982 0.19941  C17 1.528, O19 1.438, H42 1.085, H43 1.086
19 O -1.87553 -4.31920 0.89045  C18 1.438, H44 0.959
20 C -0.60435 -0.47546 2.03452  N15 1.541, O21 1.227, O22 1.231
21 O -1.64292 -0.04746 1.53997  C20 1.227
22 O -0.20818 -0.74134 3.16881  C20 1.231
23 H 1.63475 -5.60482 -1.59599  C1 1.085
24 H 1.96408 -4.22174 -0.59507  C1 1.088
25 H 1.69058 -3.97741 -2.31721  C1 1.084
26 H 3.93499 -5.78252 -1.46600  C2 1.089
27 H 3.90002 -4.64394 -2.81996  C2 1.088
28 H 5.48156 -3.32042 -2.63027  C4 1.085
29 H 6.23832 -3.16276 -1.06773  C4 1.092
30 H 5.58333 -1.04053 -0.78629  C5 1.091
31 H 5.16317 -1.07467 -2.47947  C5 1.088
32 H 4.01064 -1.56098 0.70612  C7 1.090
33 H 2.43322 -2.12531 0.19114  C7 1.083
34 H 3.23228 0.73519 0.34572  N8 1.007
35 H 1.96490 1.91103 1.77220  N10 1.012
36 H -0.66281 1.79232 0.41260  C11 1.086
37 H 0.79294 2.43282 -0.43031  C11 1.093
38 H 0.69671 -1.11044 -1.07224  C16 1.085
39 H -0.91688 -0.70683 -0.55561  C16 1.086
40 H -0.23170 -3.19986 -1.23608  C17 1.088
41 H 0.29958 -3.27868 0.44572  C17 1.087
42 H -2.20605 -2.25704 0.81480  C18 1.085
43 H -2.42671 -3.17753 -0.68987  C18 1.086
44 H -2.16648 -4.13777 1.78607  O19 0.959
45 C -3.50469 -7.54549 0.92801  Cl46 1.769, Cl47 1.769, H48 1.082, H49 1.083
46 Cl -3.91489 -8.40648 2.41848  C45 1.769
47 Cl -2.51755 -8.53150 -0.15883  C45 1.769
48 H -4.42362 -7.28991 0.41635  C45 1.082
49 H -2.94896 -6.65072 1.18119  C45 1.083
50 C 1.44100 0.58519 -3.96616  Cl51 1.770, Cl52 1.766, H53 1.083, H54 1.083
51 Cl 0.46129 1.55526 -2.85676  C50 1.770
52 Cl 1.23951 -1.12939 -3.59598  C50 1.766
53 H 1.11483 0.77726 -4.98089  C50 1.083
54 H 2.48191 0.85476 -3.83741  C50 1.083
55 C -0.82999 6.89315 2.66453  Cl56 1.775, Cl57 1.764, H58 1.083, H59 1.082
56 Cl -2.09800 7.49580 1.57857  C55 1.775
57 Cl 0.43769 8.09032 2.93083  C55 1.764
58 H -1.28195 6.65060 3.61877  C55 1.083
59 H -0.39008 6.01117 2.21904  C55 1.082
60 C 0.35033 3.42333 -7.36184  Cl61 1.766, Cl62 1.771, H63 1.082, H64 1.082
61 Cl -0.46644 3.38352 -5.79604  C60 1.766
62 Cl 1.66718 2.24384 -7.46872  C60 1.771
63 H -0.37343 3.19354 -8.13325  C60 1.082
64 H 0.76861 4.41120 -7.50603  C60 1.082
65 C -4.44831 7.71396 4.20819  Cl66 1.769, Cl67 1.767, H68 1.080, H69 1.082
66 Cl -5.42068 6.83781 5.39883  C65 1.769
67 Cl -3.75160 9.19357 4.87660  C65 1.767
68 H -3.64253 7.06995 3.88672  C65 1.080
69 H -5.08130 7.97525 3.37000  C65 1.082
70 C -2.45723 4.90317 -1.26400  Cl71 1.773, Cl72 1.766, H73 1.083, H74 1.083
71 Cl -1.73201 3.77576 -2.42481  C70 1.773
72 Cl -4.22008 4.80240 -1.26808  C70 1.766
73 H -2.09707 4.65521 -0.27288  C70 1.083
74 H -2.16556 5.90935 -1.53713  C70 1.083
75 C 6.94497 -6.84734 -3.38303  Cl76 1.767, Cl77 1.770, H78 1.083, H79 1.082
76 Cl 5.55895 -6.95796 -4.47269  C75 1.767
77 Cl 7.53380 -5.18626 -3.21834  C75 1.770
78 H 6.64368 -7.19936 -2.40451  C75 1.083
79 H 7.74634 -7.45453 -3.78367  C75 1.082
80 C -3.62877 0.54324 -2.97480  Cl81 1.765, Cl82 1.771, H83 1.083, H84 1.083
81 Cl -3.83171 -0.57771 -1.62610  C80 1.765
82 Cl -2.55644 -0.10711 -4.22512  C80 1.771
83 H -4.59669 0.73487 -3.42002  C80 1.083
84 H -3.19028 1.45723 -2.59431  C80 1.083
85 C 1.64266 -3.23558 4.84094  Cl86 1.770, Cl87 1.774, H88 1.083, H89 1.082
86 Cl 1.55328 -4.35791 6.20621  C85 1.770
87 Cl 2.69062 -3.85865 3.55186  C85 1.774
88 H 0.64870 -3.08478 4.43955  C85 1.083
89 H 2.04944 -2.29615 5.18983  C85 1.082
90 C -8.80577 7.08922 7.43449  Cl91 1.767, Cl92 1.768, H93 1.083, H94 1.082
91 Cl -9.41358 5.45151 7.16689  C90 1.767
92 Cl -9.98951 8.32273 6.98396  C90 1.768
93 H -8.57523 7.20248 8.48609  C90 1.083
94 H -7.91844 7.22942 6.83122  C90 1.082